Entry 1:
Density functional theory data (ωB97M-V with the def2-TZVPD basis set) for a molecular structure, C37H32FN7O4Pd.

Output
charge	+4
orbital gap (spin up / spin down)	4.058 / 4.055	eV
energy above the lowest of the compared OMol25 structures with the same formula, charge and spin	171.4	kcal per mole
multiplicity	1

Each line ends with the Löwdin charge.
Atoms and positions in Å:
Pd1 0.63 -0.05 0.12  1.139
C1 12.10 2.85 -5.66  0.021
O1 11.43 1.56 -5.60  0.013
C2 10.37 1.39 -4.88  -0.225
C3 9.75 2.40 -4.10  0.043
C4 8.63 2.10 -3.39  0.040
C5 8.05 0.79 -3.42  -0.142
C6 8.70 -0.21 -4.21  0.018
C7 9.82 0.07 -4.91  0.056
C8 6.88 0.56 -2.73  -0.169
N1 6.28 1.51 -1.92  0.246
C9 5.20 1.00 -1.45  -0.065
C10 4.95 -0.44 -2.00  -0.262
N2 6.16 -0.61 -2.71  0.213
C11 3.66 -0.81 -2.70  0.055
C12 3.36 -1.30 -3.95  0.065
C13 2.09 -1.84 -4.10  0.087
C14 1.14 -1.86 -3.02  -0.031
N3 1.38 -1.35 -1.85  0.140
C15 2.64 -0.76 -1.67  -0.380
C16 3.22 0.62 -0.14  -0.358
N4 2.34 0.93 0.92  0.063
C17 2.65 1.91 1.74  -0.033
C18 3.84 2.66 1.63  0.023
C19 4.72 2.43 0.58  0.071
C20 4.41 1.43 -0.34  -0.018
H1 12.94 2.69 -6.33  0.112
H2 12.45 3.13 -4.67  0.111
H3 11.42 3.59 -6.07  0.111
H4 10.17 3.40 -4.06  0.126
H5 8.15 2.86 -2.79  0.128
H6 8.31 -1.22 -4.25  0.120
H7 10.33 -0.67 -5.51  0.144
H8 6.36 -1.41 -3.28  0.166
H9 4.07 -1.30 -4.76  0.143
H10 1.80 -2.27 -5.05  0.140
H11 0.16 -2.29 -3.19  0.142
H12 1.94 2.14 2.53  0.145
H13 4.02 3.44 2.35  0.133
H14 5.61 3.03 0.46  0.146
F1 -0.59 -4.66 4.60  0.103
C21 0.60 -4.43 4.04  -0.164
C22 0.68 -3.44 3.12  0.104
C23 1.89 -3.16 2.47  -0.057
C24 1.97 -2.15 1.46  -0.211
O2 0.84 -1.54 1.24  -0.111
C25 3.20 -1.94 0.79  0.009
C26 4.27 -2.72 1.23  0.074
N5 4.21 -3.64 2.18  0.047
C27 5.41 -4.41 2.49  -0.239
C28 6.73 -3.71 2.57  -0.063
C29 6.08 -4.21 3.82  -0.070
C30 3.01 -3.92 2.82  -0.096
C31 2.92 -4.94 3.78  0.079
C32 1.72 -5.25 4.41  -0.095
N6 1.61 -6.27 5.33  -0.047
C33 2.58 -7.36 5.40  -0.113
C34 3.06 -7.57 6.83  -0.052
N7 1.89 -7.45 7.78  0.084
C35 0.58 -7.68 7.08  -0.073
C36 0.36 -6.58 6.06  -0.100
C37 3.50 -0.98 -0.33  -0.143
O3 4.81 -1.21 -0.78  0.041
O4 2.43 0.65 -1.36  0.036
H15 -0.23 -2.89 2.90  0.149
H16 5.24 -2.61 0.77  0.152
H17 5.37 -5.41 2.07  0.167
H18 6.76 -2.64 2.43  0.114
H19 7.59 -4.24 2.18  0.124
H20 5.66 -3.46 4.48  0.123
H21 6.49 -5.08 4.31  0.118
H22 3.82 -5.47 4.02  0.100
H23 3.44 -7.17 4.77  0.121
H24 2.12 -8.27 5.00  0.146
H25 3.80 -6.83 7.13  0.142
H26 3.49 -8.57 6.95  0.148
H27 1.88 -6.52 8.21  0.191
H28 2.00 -8.11 8.56  0.196
H29 -0.21 -7.67 7.82  0.154
H30 0.63 -8.68 6.65  0.145
H31 0.01 -5.68 6.57  0.138
H32 -0.44 -6.92 5.39  0.147

***

Entry 2:
Density functional theory data (ωB97M-V with the def2-TZVPD basis set) for a molecular structure, C5H7N3O2S.

Output
charge	0
orbital gap	8.970	eV
energy above the lowest of the compared OMol25 structures with the same formula, charge and spin	141.0	kcal per mole
multiplicity	1

Each line ends with the natural charge from an NBO analysis.
Atoms and positions in Å:
C1 -0.78 -2.21 -0.57  -0.046
C2 -0.09 -1.48 0.11  0.115
C3 -0.17 2.37 0.83  0.157
C4 -0.15 1.62 -0.47  -0.332
C5 -1.79 -3.21 -1.02  -0.674
N1 0.85 2.39 1.58  -0.601
N2 0.97 0.68 -0.29  -0.468
N3 0.56 -0.39 0.57  -0.539
O1 2.78 0.76 1.55  -0.914
O2 2.74 2.50 -0.16  -0.899
S1 2.08 1.59 0.67  2.372
H1 -1.09 2.76 1.16  0.194
H2 -1.07 1.18 -0.76  0.248
H3 0.21 2.40 -1.17  0.254
H4 -1.54 -4.24 -1.09  0.238
H5 -2.60 -3.07 -0.11  0.228
H6 -2.38 -2.90 -1.94  0.241
H7 1.47 -0.75 1.09  0.426

***

Entry 3:
Density functional theory data (ωB97M-V with the def2-TZVPD basis set) for a molecular structure, C26H26Br2IN3O2Pt.

Output
charge	+2
orbital gap (spin up / spin down)	4.890 / 4.895	eV
multiplicity	1

Each line ends with the natural charge from an NBO analysis.
Atoms and positions in Å:
Pt1 0.32 0.54 -0.35  0.954
C1 1.51 2.61 0.79  0.196
C2 1.49 1.50 1.70  -0.053
C3 2.41 0.52 1.21  0.066
C4 2.92 0.97 -0.06  0.168
C5 2.36 2.26 -0.33  -0.024
C6 2.69 3.18 -1.43  -0.675
C7 4.02 0.33 -0.82  -0.695
C8 3.01 -0.58 2.01  -0.684
C9 0.86 1.45 3.04  -0.666
C10 1.11 4.01 1.05  -0.703
H1 1.79 3.58 -1.90  0.265
H2 3.30 2.70 -2.19  0.253
H3 3.24 4.04 -1.04  0.258
H4 4.04 0.67 -1.85  0.263
H5 3.95 -0.75 -0.79  0.259
H6 4.97 0.60 -0.36  0.285
H7 2.56 -1.55 1.80  0.270
H8 2.88 -0.38 3.07  0.258
H9 4.07 -0.66 1.79  0.260
H10 0.38 0.49 3.22  0.258
H11 0.12 2.24 3.18  0.241
H12 1.62 1.57 3.81  0.260
H13 0.58 4.12 2.00  0.247
H14 0.51 4.44 0.25  0.278
H15 2.02 4.62 1.11  0.282
I1 -0.01 1.01 -2.92  -0.179
C11 -2.79 1.34 -0.69  0.507
C12 -3.71 2.27 -1.18  -0.250
C13 -3.66 3.57 -0.69  -0.109
C14 -2.73 3.86 0.31  -0.241
C15 -1.83 2.88 0.67  0.051
N1 -1.81 1.66 0.15  -0.531
H16 -4.44 1.97 -1.91  0.261
H17 -4.34 4.32 -1.05  0.254
H18 -2.70 4.83 0.78  0.248
H19 -1.09 3.06 1.43  0.190
Br1 -3.02 -6.36 -0.30  0.121
C16 -3.68 -4.59 -0.43  -0.131
C17 -5.05 -4.35 -0.54  0.071
N2 -5.52 -3.13 -0.61  -0.384
C18 -4.73 -2.08 -0.59  0.092
C19 -3.34 -2.22 -0.50  -0.219
C20 -2.81 -3.50 -0.41  -0.149
C21 -2.49 -1.01 -0.39  0.832
O1 -3.03 0.03 -1.03  -0.468
O2 -1.48 -0.98 0.28  -0.641
H20 -5.77 -5.16 -0.55  0.228
H21 -5.21 -1.11 -0.60  0.208
H22 -1.75 -3.64 -0.32  0.228
Br2 3.12 -4.04 -3.32  0.160
C22 2.22 -3.45 -1.76  -0.109
C23 1.99 -4.31 -0.69  -0.155
C24 1.32 -3.82 0.42  -0.224
C25 0.92 -2.49 0.43  0.021
N3 1.16 -1.67 -0.59  -0.490
C26 1.79 -2.12 -1.66  0.000
H23 2.32 -5.33 -0.73  0.261
H24 1.11 -4.46 1.27  0.256
H25 0.37 -2.08 1.27  0.231
H26 1.96 -1.44 -2.48  0.237

***

Calculated total energy across the listed records, respectively: -2339.6044; -907.4775; -6885.5362 Ha.
Strongest force on any atom across the listed records, respectively: 0.0114; 0.0900; 0.0883 Eh/bohr.